DFT (ωB97M-V with the def2-TZVPD basis set) results for a single C3H4N4O molecule in a non-equilibrium geometry.

```
12
Properties=species:S:1:pos:R:3:forces:R:3
O -2.443724 -0.706718 -0.323388 -0.4 6.2 0.6
C -1.543019 0.446980 0.117484 -2.8 1.3 -1.3
C -0.097426 0.171236 0.194927 -0.6 -2.2 -0.9
N 0.807392 1.061643 0.108136 0.8 1.7 -0.3
C 2.011613 0.582333 -0.222500 1.1 -1.4 1.9
N 2.394858 -0.688844 -0.270100 -2.4 -0.9 1.1
N 1.370343 -1.591304 0.180379 2.4 1.4 -2.0
N 0.200073 -1.145750 0.242021 -1.0 -1.0 1.1
H -2.029438 -1.505423 -0.350188 2.5 -3.3 0.1
H -1.531736 1.383740 -0.709842 -0.8 -2.6 2.2
H -2.011446 0.794023 1.107908 0.9 -0.2 -1.5
H 2.872505 1.198081 -0.074839 0.2 1.1 -1.0
```
Positions in Å, forces in eV/Å.

Calculated values
SMILES string: OCc1ncnnn1
E_HOMO: -10.1252 eV

---

DFT (ωB97M-V with the def2-TZVPD basis set) results for a single C3H4N4O molecule in a non-equilibrium geometry.

```
12
Properties=species:S:1:pos:R:3:forces:R:3
H 3.329187 -0.832049 -0.020366 -0.8 1.2 0.3
N 2.928235 0.136579 0.082689 0.0 -1.2 -0.3
C 1.662609 0.218931 0.004764 0.4 -1.0 -0.1
N 1.019013 1.513174 0.016153 3.1 -0.1 0.1
N -0.168415 1.364395 -0.092476 -4.6 0.5 -0.1
C -0.591170 0.019060 -0.094813 1.2 -0.6 -0.2
C -1.862019 -0.380062 0.042091 -0.1 -0.1 0.5
O -2.932053 0.436592 0.021795 0.4 0.6 0.1
N 0.610779 -0.709406 -0.143284 0.7 -0.3 0.4
H -2.144452 -1.389864 0.323130 0.2 0.0 -0.5
H -2.590742 1.347232 -0.037818 -0.3 -0.1 -0.1
H 0.739029 -1.724585 -0.101868 -0.2 1.0 0.0
```
Positions in Å, forces in eV/Å.

Calculated values
SMILES string: [H]/N=C1N=N/C(=C\O)N/1
E_HOMO: -8.4787 eV

---

DFT (ωB97M-V with the def2-TZVPD basis set) results for C3H4N4O as an isolated structure in a non-equilibrium geometry.

```
12
Properties=species:S:1:pos:R:3:forces:R:3
C -0.397546 -0.296477 0.566369 -1.7 0.5 1.4
C 0.747618 -0.204270 1.453107 0.4 2.9 1.8
C -0.813073 0.174469 -1.781908 0.8 2.9 -1.7
H -1.513948 -0.359186 2.034532 -0.4 0.1 -0.5
H 0.401342 0.277556 2.545263 2.0 -1.9 -2.7
H 2.047560 0.254477 -1.250266 -1.5 -1.8 2.2
H -1.893531 0.710003 -1.156490 2.8 -2.1 -2.3
N -1.589728 -0.292477 1.011209 -0.4 -0.3 -0.1
N 1.855172 -0.033521 0.755046 -2.8 -0.5 1.9
N 1.500987 -0.346700 -0.486477 1.8 1.8 -6.4
N 0.020851 -0.167254 -0.740569 1.2 -1.0 2.9
O -0.365703 0.283380 -2.949815 -2.3 -0.5 3.6
```
Positions in Å, forces in eV/Å.

Calculated values
E_HOMO: -9.2203 eV

---

DFT (ωB97M-V with the def2-TZVPD basis set) results for a single C3H4N4O molecule in a non-equilibrium geometry.

```
12
Properties=species:S:1:pos:R:3:forces:R:3
C 1.709794 0.412562 0.246649 3.4 0.9 -0.5
N 1.054751 1.780064 0.044011 1.9 -0.4 1.3
N -0.279814 1.684494 -0.155721 -1.7 -4.9 -2.0
C -0.413330 0.349753 -0.378228 -5.7 2.9 1.1
O -1.617776 -0.429987 -0.447113 1.6 2.7 -0.6
N -1.256125 -1.687589 0.020247 -0.7 -1.9 3.5
N 0.113717 -1.690843 0.461742 -0.1 2.5 -1.0
C 0.545540 -0.495988 0.124687 1.7 -2.5 0.8
H 2.225868 0.568325 1.205132 -0.6 -0.9 0.1
H 2.680765 0.188221 -0.447887 -2.7 0.5 1.0
H 1.391676 2.286948 -0.723777 1.2 0.9 -1.0
H -1.835833 -1.804449 0.992842 1.6 0.2 -2.8
```
Positions in Å, forces in eV/Å.

Calculated values
SMILES string: C1NN=C2ONN=C12
E_HOMO: -8.2257 eV

---

DFT (ωB97M-V with the def2-TZVPD basis set) results for a 2-piece molecular cluster, C3H4N4O overall in a non-equilibrium geometry.

```
12
Properties=species:S:1:pos:R:3:forces:R:3
O -0.864011 -0.068281 0.278991 -2.8 -0.7 -0.1
C 0.316734 -0.147155 0.177421 1.0 -1.2 -0.4
N 1.151488 0.874408 0.433215 1.5 -0.4 0.2
C 2.399911 0.520161 0.103039 -0.2 -2.2 -0.2
N 2.517933 -0.728447 -0.186355 -1.1 -0.5 -0.8
N 1.165978 -1.157972 -0.210023 0.4 0.7 0.9
H 0.863243 1.771384 0.305318 -1.2 2.9 0.1
H 3.131453 1.205460 -0.081493 2.1 1.6 0.2
H 0.863210 -2.089829 -0.415939 0.4 -0.2 0.0
C -3.909585 -0.139858 -0.205781 3.8 -2.2 -1.2
N -4.672639 0.541248 0.232184 -3.7 2.6 1.6
H -2.963711 -0.581115 -0.430573 -0.1 -0.4 -0.3
```
Positions in Å, forces in eV/Å.

Calculated values
SMILES string: O=c1[nH]cn[nH]1.C#N
E_HOMO: -9.5990 eV

---

DFT (ωB97M-V with the def2-TZVPD basis set) results for a single C3H4N4O molecule in a non-equilibrium geometry.

```
12
Properties=species:S:1:pos:R:3:forces:R:3
O 0.194832 -2.296716 -0.396381 -2.0 4.2 3.0
C 0.149388 -1.061070 -0.003631 2.9 -5.4 -0.8
N -0.434600 -0.433442 1.325953 -4.1 -4.5 -5.4
C -1.388135 0.291479 0.448146 0.6 4.9 -1.2
N -1.101382 1.397214 -0.213643 2.7 -1.7 2.1
C 0.307694 1.748870 -0.058139 -0.5 1.9 0.8
N 1.319899 1.015588 -0.363332 -1.1 -0.3 0.1
N 0.965537 -0.306042 -0.751719 3.5 1.1 -0.4
H -1.130909 -1.358771 1.325095 2.2 2.3 1.6
H -2.429904 0.217256 0.224651 -0.9 -1.9 1.0
H 0.488778 2.830094 0.422067 -0.2 -2.5 -1.6
H 1.853532 -0.903763 -1.099839 -3.1 2.1 0.9
```
Positions in Å, forces in eV/Å.

Calculated values
SMILES string: O=C1NC=NC=NN1
E_HOMO: -9.7544 eV

---

Number 1: gap between HOMO and LUMO 9.25 eV. Number 2: gap between HOMO and LUMO 8.11 eV. Number 3: gap between HOMO and LUMO 8.83 eV. Number 4: gap between HOMO and LUMO 8.01 eV. Number 5: gap between HOMO and LUMO 10.16 eV. Number 6: gap between HOMO and LUMO 9.81 eV.